(1)
C3H6O3 | the ωB97M-V functional and the def2-TZVPD basis

* ΔE to the lowest compared entry with this formula, charge and spin: 16.8 kcal/mol
* lowest unoccupied orbital energy: 0.02951 Eh
* energy: -9350.5883 eV
* orbital gap: 0.4185 hartree
* HOMO energy: -10.59 eV

```
12
Properties=species:S:1:pos:R:3:forces:R:3:mulliken_charge:R:1
C 2.037642 -0.446342 0.031018 0.2 0.0 0.0 -0.603
O 0.667874 -0.700657 0.369145 -0.2 0.1 0.0 -0.313
C -0.195380 0.228159 -0.039514 0.0 0.3 -0.1 0.714
O 0.117937 1.249759 -0.608528 -0.1 -0.4 0.1 -0.598
C -1.640965 -0.099591 0.285388 0.1 -0.2 0.1 -0.302
O -2.488786 0.598991 -0.581428 0.0 0.2 0.0 -0.518
H 2.159121 -0.456927 -1.055674 0.0 0.0 0.2 0.283
H 2.356553 0.525305 0.414910 0.0 -0.1 0.0 0.283
H 2.608389 -1.253902 0.489644 -0.1 0.1 -0.1 0.228
H -1.816809 -1.175431 0.188005 0.1 0.2 0.0 0.283
H -1.816597 0.174005 1.339153 0.1 -0.1 -0.1 0.211
H -1.991299 1.384383 -0.860613 -0.1 -0.1 0.0 0.332
```
Positions in Å, forces in eV/Å.


(2)
C41H48BCaFN8O7S | the ωB97M-V functional and the def2-TZVPD basis

* ΔE to the lowest compared entry with this formula, charge and spin: 4.7 kcal/mol
* charge: -2
* lowest unoccupied orbital energy: 0.13938 Eh
* energy: -102228.7068 eV
* orbital gap: 0.2333 hartree
* HOMO energy: -2.56 eV

```
108
Properties=species:S:1:pos:R:3:forces:R:3:mulliken_charge:R:1
Ca 0.488730 -1.432711 0.302923 0.5 -0.3 0.1 1.873
C -1.213885 -3.150901 4.015723 0.0 0.0 0.0 -1.316
C -1.437710 -3.929245 2.714954 0.0 0.1 0.0 0.492
C -2.224711 -3.085609 1.709405 0.1 0.0 0.0 -1.086
C -0.134911 -4.437029 2.164240 0.1 0.0 0.0 0.299
C 0.310509 -5.770463 2.165789 0.0 0.0 0.0 -1.603
C 1.566285 -5.716330 1.601473 0.0 0.0 0.0 -0.239
N 1.831693 -4.437556 1.294557 0.1 0.1 0.0 -0.020
N 0.793341 -3.643859 1.639895 -0.1 -0.1 -0.1 0.609
B 3.151021 -3.898768 0.689535 -0.1 0.1 0.0 -0.296
N 2.993065 -3.471446 -0.791223 0.0 0.0 0.1 0.381
C 3.295568 -4.216309 -1.863826 0.1 0.0 0.0 -0.560
C 3.084150 -3.455705 -2.994305 0.0 0.0 -0.1 -1.174
C 2.620913 -2.223344 -2.502317 0.1 0.0 0.0 -0.016
N 2.567449 -2.248215 -1.173703 -0.1 0.0 -0.1 0.235
C 2.297435 -0.965260 -3.256361 0.0 0.0 0.0 3.078
C 2.283365 -1.200955 -4.762638 0.0 0.0 0.0 -2.323
C 3.295615 0.136271 -2.887176 0.0 0.0 0.0 -1.525
N 3.655114 -2.705486 1.514041 -0.1 -0.1 0.0 -0.535
C 4.773631 -2.625860 2.255643 0.0 0.0 0.0 -0.799
C 4.799612 -1.386962 2.858321 0.0 0.0 0.0 -1.001
C 3.617235 -0.757867 2.410733 0.1 0.0 0.0 -0.038
N 2.940663 -1.566807 1.608856 0.0 0.1 0.0 1.280
C 3.130251 0.624332 2.723080 0.0 0.0 0.0 1.777
C 2.754837 0.762318 4.198237 0.0 0.0 0.0 -1.566
C 4.157494 1.676047 2.302266 0.0 0.0 0.0 -1.772
H -2.171068 -2.848562 4.450031 0.0 0.0 0.0 0.391
H -0.673999 -3.759442 4.746722 0.0 0.0 0.0 0.425
H -0.638888 -2.244868 3.814576 0.0 0.0 0.0 0.072
H -2.024994 -4.825643 2.945377 0.0 0.0 0.0 0.282
H -1.809602 -2.077279 1.640950 0.0 0.0 0.0 -0.018
H -2.224071 -3.529370 0.712194 0.0 0.0 0.0 0.251
H -3.256745 -2.961798 2.049961 0.0 0.0 0.0 0.545
H -0.219526 -6.639743 2.520110 0.0 0.0 0.0 0.394
H 2.289514 -6.489880 1.400435 0.0 0.0 0.0 0.452
H 3.964494 -4.794829 0.741085 0.0 0.0 0.0 -0.236
H 3.655772 -5.225848 -1.747179 0.0 0.0 0.0 0.477
H 3.237290 -3.749278 -4.019216 0.0 0.0 0.0 0.452
H 1.298063 -0.632048 -2.960349 0.0 0.0 0.0 -0.904
H 3.270298 -1.508810 -5.124889 0.0 0.0 0.0 0.407
H 1.562180 -1.974871 -5.033104 0.0 0.0 0.0 0.384
H 2.001402 -0.282005 -5.281270 0.0 0.0 0.0 0.463
H 4.311554 -0.155164 -3.174428 0.0 0.0 0.0 0.409
H 3.047653 1.067447 -3.405739 0.0 0.0 0.0 0.368
H 3.280286 0.314359 -1.810946 0.0 0.0 0.0 0.136
H 5.464164 -3.452534 2.299717 0.0 0.0 0.0 0.428
H 5.556974 -0.993474 3.517370 0.0 0.0 0.0 0.505
H 2.226706 0.766994 2.134909 0.0 0.0 0.0 -0.792
H 3.622668 0.577675 4.840326 0.0 0.0 0.0 0.317
H 2.377426 1.767219 4.408652 0.0 0.0 0.0 0.424
H 1.969346 0.049308 4.451235 0.0 0.0 0.0 0.289
H 5.093017 1.559812 2.858941 0.0 0.0 0.0 0.357
H 4.382694 1.589294 1.237638 0.0 0.0 0.0 0.290
H 3.772793 2.682740 2.491317 0.0 0.0 0.0 0.423
C -7.545203 -0.318420 -3.290913 0.0 0.0 0.0 -1.512
C -6.120848 -0.168277 -2.820041 0.0 0.0 0.0 1.235
C -5.529258 -1.140067 -2.021808 0.0 0.0 0.0 -0.982
C -4.207374 -1.026173 -1.610310 0.0 0.0 0.0 -0.086
C -3.461419 0.075609 -2.004279 0.0 0.0 0.0 -0.566
C -4.035362 1.052803 -2.806327 0.0 0.0 0.0 -0.591
C -5.358158 0.932068 -3.204260 0.0 0.0 0.0 -0.869
S -1.730059 0.217964 -1.567240 -0.1 0.0 -0.1 1.268
O -1.444087 1.645005 -1.597814 -0.1 0.0 0.0 -0.783
O -1.675033 -0.363111 -0.212175 0.1 0.0 0.1 -0.419
N -0.902410 -0.532406 -2.618207 0.0 -0.2 0.0 -0.277
C -1.316802 -1.892088 -2.976315 0.0 0.0 0.0 -0.726
C -1.382390 -2.982825 -1.878149 0.0 -0.1 0.1 0.200
O -2.385549 -3.716958 -1.877547 0.0 0.0 0.0 -0.829
O -0.391066 -3.075406 -1.092356 -0.1 0.4 0.0 -0.468
H -8.098958 -1.005986 -2.650589 0.0 0.0 0.0 0.356
H -7.578832 -0.715058 -4.309284 0.0 0.0 0.0 0.275
H -8.067103 0.640634 -3.293907 0.0 0.0 0.0 0.369
H -6.105982 -2.008233 -1.720954 0.0 0.0 0.0 0.320
H -3.750136 -1.798013 -1.005119 0.0 0.0 0.0 0.276
H -3.434788 1.906236 -3.094969 0.0 0.0 0.0 0.469
H -5.809624 1.702988 -3.821820 0.0 0.0 0.0 0.322
H -0.584613 -2.261033 -3.702903 0.0 0.0 0.0 0.249
H -2.291553 -1.901609 -3.476895 0.0 0.1 0.0 0.349
C -2.356679 5.240222 2.932138 0.0 0.0 0.0 -1.916
C -1.873348 5.256252 1.489964 0.0 0.0 0.0 0.663
C -1.213746 6.586625 1.155108 0.0 0.0 0.0 -1.038
C -0.854108 6.637858 -0.319428 0.0 0.0 0.0 -1.213
C -0.063953 5.418072 -0.717252 0.0 0.1 0.0 1.370
C 0.734314 5.441032 -1.841447 0.0 0.0 0.0 -0.825
C 1.443385 4.307166 -2.210302 0.0 0.0 0.0 0.131
F 2.206700 4.370175 -3.331074 0.0 0.0 0.0 -0.408
C 1.384643 3.152018 -1.487252 0.1 0.0 0.0 -0.144
C 0.598529 3.115868 -0.336131 0.0 0.0 0.1 -0.071
C 0.521189 1.839273 0.409954 0.0 0.1 0.1 0.291
O 1.126724 0.859774 -0.035329 0.1 -0.1 0.0 0.488
C -0.265135 1.880801 1.619137 0.1 -0.2 -0.1 -0.068
C -0.949245 3.013884 1.903949 0.0 0.1 -0.1 -0.777
N -0.928398 4.169165 1.194159 0.0 0.0 0.0 0.366
C -0.132038 4.241212 0.049620 -0.1 0.0 0.1 -0.781
C -0.491131 0.718348 2.606351 0.0 0.0 0.0 0.133
O -1.250509 0.959348 3.557247 0.1 0.0 0.1 -0.932
O 0.127197 -0.355282 2.377200 -0.2 0.0 -0.2 -0.329
H -2.954066 6.137158 3.103509 0.0 0.0 0.0 0.464
H -1.511359 5.246074 3.622990 0.0 0.0 0.0 0.329
H -2.980254 4.377956 3.157337 0.0 0.0 0.0 0.516
H -2.743557 5.137009 0.830402 0.0 0.0 0.0 0.174
H -0.315110 6.695863 1.771119 0.0 0.0 0.0 0.315
H -1.898606 7.396523 1.415021 0.0 0.0 0.0 0.370
H -0.280741 7.538248 -0.550572 0.0 0.0 0.0 0.420
H -1.775627 6.687718 -0.909391 0.0 0.0 0.0 0.352
H 0.807663 6.340104 -2.442147 0.0 0.0 0.0 0.444
H 1.904141 2.252391 -1.786701 0.0 0.0 0.0 0.298
H -1.572431 2.969816 2.783454 0.0 0.0 0.0 0.651
```
Positions in Å, forces in eV/Å.


(3)
C3H10N3O | the ωB97M-V functional and the def2-TZVPD basis

* ΔE to the lowest compared entry with this formula, charge and spin: 35.0 kcal/mol
* charge: -1
* lowest unoccupied orbital energy: 0.14653 Eh
* energy: -9790.2973 eV
* orbital gap: 0.2609 hartree
* HOMO energy: -3.11 eV

```
17
Properties=species:S:1:pos:R:3:forces:R:3:mulliken_charge:R:1
C -1.121033 1.545873 -0.786225 -0.1 0.2 -0.1 -0.214
C -1.553140 0.613641 0.063220 0.0 -0.2 -0.2 -0.322
N -1.053997 0.363983 1.326932 -0.2 0.3 0.2 -0.467
N -1.742359 1.696101 -2.081400 0.0 -0.4 0.1 -0.604
H -0.336350 2.237823 -0.497560 0.1 0.0 0.1 0.315
H -2.377232 -0.008966 -0.310326 -0.1 0.2 0.1 0.273
H -0.100408 -0.133488 1.523668 0.1 0.2 0.0 0.402
H -1.799906 0.110121 1.955386 0.2 -0.4 0.1 0.194
H -1.077764 1.595990 -2.835845 0.0 0.1 -0.1 0.213
H -2.191317 2.594657 -2.168759 0.0 0.2 -0.1 0.204
N 2.267807 -2.313670 0.213716 0.1 -0.3 -0.3 -0.710
C 1.748223 -0.954253 0.523760 0.0 -0.1 0.0 -0.202
O 1.282482 -0.785313 1.775183 -0.3 0.1 -0.1 -0.899
H 1.513153 -2.977358 0.365793 -0.1 0.1 0.1 0.272
H 2.952031 -2.541896 0.928764 0.0 0.1 0.1 0.223
H 2.594276 -0.283479 0.281659 0.2 0.1 0.0 0.193
H 0.995526 -0.759759 -0.277966 0.0 -0.1 0.1 0.129
```
Positions in Å, forces in eV/Å.


(4)
C5H10O2 | the ωB97M-V functional and the def2-TZVPD basis

* ΔE to the lowest compared entry with this formula, charge and spin: 115.4 kcal/mol
* lowest unoccupied orbital energy: 0.03224 Eh
* energy: -9438.0385 eV
* orbital gap: 0.3392 hartree
* HOMO energy: -8.35 eV

```
17
Properties=species:S:1:pos:R:3:forces:R:3:mulliken_charge:R:1
C -1.266523 1.346526 -1.297349 -0.1 0.2 -0.1 -0.812
O -0.576278 0.199562 -0.843348 0.2 -0.1 -0.1 -0.368
C 0.620445 0.564096 -0.194953 0.0 0.5 0.0 0.270
C 0.413905 0.927301 1.211702 -0.8 0.6 -0.3 -0.969
C 1.186645 -0.506814 0.673166 -0.8 0.4 0.9 -0.308
C 0.354469 -1.787262 0.730709 -0.1 0.1 0.5 -0.402
O 0.231943 -2.388929 -0.538977 -0.1 0.2 -0.1 -0.583
H -0.653736 1.908420 -2.015856 -0.1 -0.1 0.1 0.310
H -1.528382 2.014241 -0.463037 0.1 -0.2 -0.1 0.308
H -2.180682 1.010043 -1.789508 0.1 0.0 0.1 0.262
H 1.252943 1.180606 -0.832773 0.1 -0.1 0.0 0.414
H 1.074560 1.698003 1.623638 -0.2 -0.6 0.1 0.288
H -0.566145 0.836504 1.652521 -0.3 0.1 -0.2 0.332
H 1.475228 -0.098179 1.679366 1.9 -1.0 -0.6 0.259
H 0.853772 -2.529680 1.362262 -0.1 0.2 0.0 0.360
H -0.632140 -1.574569 1.166957 -0.1 -0.2 -0.1 0.235
H -0.264779 -1.759572 -1.082196 0.1 -0.2 0.0 0.402
```
Positions in Å, forces in eV/Å.


(5)
C4H8O2 | the ωB97M-V functional and the def2-TZVPD basis

* ΔE to the lowest compared entry with this formula, charge and spin: 53.7 kcal/mol
* lowest unoccupied orbital energy: 0.02909 Eh
* energy: -8370.9542 eV
* orbital gap: 0.3886 hartree
* HOMO energy: -9.78 eV

```
14
Properties=species:S:1:pos:R:3:forces:R:3:mulliken_charge:R:1
C 1.576867 -1.015998 -0.088618 0.1 0.1 -0.1 -1.024
C 0.694841 0.082961 0.502561 0.5 0.5 0.4 -0.192
C 0.107349 1.134702 -0.375528 0.0 0.4 0.0 -0.045
O -0.858994 1.824131 -0.117364 0.6 -0.2 -0.3 -0.540
H 2.308155 -1.332938 0.663511 -0.1 0.1 -0.2 0.306
H 1.023137 -1.906874 -0.401727 -0.1 0.3 0.1 0.283
H 2.133677 -0.646291 -0.956018 0.0 0.0 0.1 0.309
H 0.031839 -0.278806 1.288275 0.0 0.2 -0.2 0.305
H 1.348122 0.868632 0.949970 0.3 -0.6 0.5 0.309
H 0.774522 1.393046 -1.217220 -0.1 0.1 -0.3 0.338
C -2.292162 -0.031979 -0.059670 -0.4 0.0 0.0 -0.127
O -1.579199 -0.955506 -0.355395 -0.5 -0.3 0.0 -0.458
H -2.470390 0.276009 0.988357 -0.1 -0.2 -0.1 0.276
H -2.797764 0.588911 -0.821133 0.0 -0.2 0.1 0.260
```
Positions in Å, forces in eV/Å.


(6)
C21H27N4O4 | the ωB97M-V functional and the def2-TZVPD basis

* charge: +1
* lowest unoccupied orbital energy: -0.07993 Eh
* energy: -36360.9224 eV
* orbital gap: 0.2937 hartree
* HOMO energy: -10.17 eV

```
56
Properties=species:S:1:pos:R:3:forces:R:3:mulliken_charge:R:1
O -1.855079 -6.589108 3.575860 0.0 0.0 -0.2 -0.642
O -4.132848 -1.705570 1.354385 0.5 0.8 0.2 -0.778
O 0.759445 3.449095 1.389720 0.0 0.3 0.1 -0.550
O 2.561632 1.565109 0.045891 -0.1 -0.1 0.3 -0.529
C -2.016186 -5.383612 3.635032 0.6 -1.4 1.7 0.697
C -3.945616 -2.891593 1.603881 -0.1 -0.2 0.1 0.116
C 0.012211 -0.472200 1.842706 -0.6 -0.2 0.2 -1.307
C -1.161201 -1.147243 2.052555 0.2 -0.2 -0.5 0.854
C -1.550877 1.017316 2.339865 0.5 -0.3 -0.6 -0.182
C 4.540124 4.116123 -6.267007 -1.3 -0.7 -0.1 -0.543
C 1.324274 2.235765 -3.151443 0.1 0.2 -1.5 -0.736
C 5.334913 4.530631 -5.194827 -0.1 -0.1 1.5 -0.560
C 2.102984 2.647002 -2.058378 0.9 0.9 -0.3 0.864
C 3.339618 3.441655 -6.025939 1.5 0.8 -0.8 -0.664
C 1.730741 2.497384 -4.462836 -0.9 -0.5 1.5 -1.132
C 4.930432 4.270868 -3.880040 0.9 0.5 -1.5 -0.754
C 3.312440 3.322764 -2.312171 -1.6 -0.8 0.7 -0.439
C 2.928931 3.174181 -4.711780 -0.1 0.0 -0.3 0.958
C 3.729694 3.590363 -3.626488 0.2 0.0 0.2 0.235
N -0.246060 0.874720 2.028858 -0.9 -0.6 0.1 0.062
N -4.883783 -3.760182 1.200700 0.0 -0.8 0.1 -0.174
N -2.413779 -4.718332 2.549101 -1.0 1.8 -1.5 -0.149
N -2.125451 -0.202088 2.356253 1.2 0.9 -0.1 0.176
C -1.775207 -4.649967 4.940140 -0.1 -0.1 -0.4 -1.046
C -5.055841 -5.192622 1.461679 0.2 0.0 0.2 -0.843
C 1.375009 3.692257 0.109373 0.1 0.3 -0.2 -0.517
C 1.612860 2.379913 -0.650182 0.8 0.5 0.1 -0.077
C -1.372585 -2.634117 1.822300 -0.5 0.8 0.0 -0.792
C -2.662579 -3.273999 2.400428 0.3 -0.9 0.1 0.009
H 0.744787 4.284479 1.898512 0.1 -0.7 -0.4 0.303
H 3.461423 1.778317 -0.263187 -0.6 -0.1 0.1 0.395
H 0.955903 -0.904785 1.524658 -0.1 0.5 0.2 0.445
H -2.071440 1.966236 2.433668 0.2 -0.3 0.1 0.448
H 4.856111 4.317166 -7.286652 -0.1 0.0 0.1 0.390
H 0.387103 1.710302 -2.994999 0.1 0.0 0.1 0.307
H 6.268133 5.054301 -5.381880 -0.1 -0.1 0.1 0.386
H 2.730358 3.126674 -6.867591 0.0 0.0 0.2 0.384
H 1.108788 2.172595 -5.291959 0.1 0.0 0.1 0.388
H 5.555067 4.603477 -3.056832 -0.1 -0.1 0.0 0.402
H 3.934707 3.655820 -1.488053 0.0 0.1 0.0 0.388
H 0.410193 1.642722 1.833158 -0.3 0.2 0.3 0.233
H -5.630067 -3.319517 0.681756 0.1 0.2 0.1 0.305
H -2.540207 -5.306564 1.738629 0.2 0.0 0.1 0.254
H -3.128778 -0.395064 2.341902 0.0 -0.2 -0.1 0.290
H -1.041246 -3.860887 4.793756 0.0 0.2 0.1 0.316
H -2.713533 -4.237560 5.305091 0.0 0.2 0.1 0.298
H -1.393081 -5.360570 5.673288 -0.1 0.1 -0.2 0.315
H -6.046802 -5.508700 1.128911 0.2 0.2 0.0 0.344
H -4.314948 -5.777751 0.914307 -0.2 -0.1 0.1 0.282
H -4.979845 -5.404541 2.530521 0.0 -0.1 -0.2 0.283
H 0.730473 4.346541 -0.488403 0.0 -0.1 0.0 0.372
H 2.329420 4.209551 0.253384 0.0 -0.1 0.0 0.316
H 0.658733 1.845032 -0.698742 0.2 -0.2 0.1 0.439
H -0.508577 -3.141006 2.257560 -0.2 -0.1 0.0 0.453
H -1.340628 -2.822616 0.746967 0.0 0.0 0.0 0.358
H -2.820264 -2.858168 3.394593 -0.1 0.0 0.1 0.348
```
Positions in Å, forces in eV/Å.


(7)
C4H8O2 | the ωB97M-V functional and the def2-TZVPD basis

* ΔE to the lowest compared entry with this formula, charge and spin: 76.7 kcal/mol
* lowest unoccupied orbital energy: 0.00840 Eh
* energy: -8369.9537 eV
* orbital gap: 0.3505 hartree
* HOMO energy: -9.31 eV

```
14
Properties=species:S:1:pos:R:3:forces:R:3:mulliken_charge:R:1
C -1.165793 -1.266081 0.398685 0.1 0.1 0.0 -0.876
C -0.173674 -0.373444 0.365919 -0.3 -0.2 0.1 0.578
C -0.385525 1.084621 0.629165 -0.2 0.1 0.1 0.030
O -1.397312 1.705910 0.407683 0.4 -0.3 0.2 -0.445
O 1.114696 -0.812927 0.274377 -0.1 -0.1 0.1 -0.404
C 2.107594 0.099648 -0.158151 0.2 0.2 -0.1 -0.799
H -2.202341 -0.960226 0.463196 0.2 0.1 0.1 0.330
H -0.930930 -2.325414 0.377104 0.0 0.1 -0.1 0.284
H 0.480781 1.572794 1.117169 -0.1 0.0 -0.1 0.368
H 2.855839 -0.482966 -0.700014 -0.1 0.1 0.1 0.243
H 1.706806 0.864970 -0.835416 0.0 -0.2 0.1 0.383
H 2.584886 0.588124 0.699202 0.0 0.0 -0.1 0.313
H -2.007330 0.462008 -1.513364 -0.2 0.0 -0.2 -0.174
H -2.728802 0.305523 -1.574560 0.0 0.0 -0.2 0.169
```
Positions in Å, forces in eV/Å.